Entry 1:
Entry from OMol25: a 10-piece molecular cluster, C10H24BrFNO16P overall at a distorted geometry (ωB97M-V/def2-TZVPD).

The HOMO energy is -10.10 eV. As for the total energy: -127047.277 eV. The SMILES is O=[PH2]C1=C(C(=O)NC(=O)F)C(=O)C(CC(=O)O)=C(Br)C1=O.O.O.O.O.O.O.O.O.O.

Geometry (Å):
1 O 4.39655 -3.72006 0.77558
2 P 3.90127 -2.91229 2.07134
3 C 2.07797 -2.42572 1.73162
4 C 1.70124 -1.18158 0.98068
5 C 2.86074 -0.10931 0.43012
6 O 3.69630 -0.39030 -0.59126
7 N 2.86224 1.24675 1.16559
8 C 4.15574 1.45645 1.92522
9 O 4.39105 1.00709 3.17342
10 F 5.26624 2.25823 1.30760
11 C 0.11450 -0.81323 0.66364
12 O -0.26074 0.23619 -0.07953
13 C -1.01866 -1.78535 1.35987
14 C -2.63379 -1.38101 1.20582
15 C -2.98813 -0.54826 2.61149
16 O -3.68359 -1.05686 3.63208
17 O -2.41989 0.82539 2.68356
18 C -0.66430 -3.00001 2.14785
19 Br -2.02980 -4.15736 3.04779
20 C 0.91606 -3.43351 2.30169
21 O 1.23302 -4.57377 2.92273
22 H 4.02425 -3.82164 3.18215
23 H 4.74964 -1.74550 2.16136
24 H 2.11725 1.20661 1.92005
25 H -3.32582 -2.32726 1.07811
26 H -2.82270 -0.70680 0.25772
27 H -1.76674 0.81379 3.46402
28 O -3.24932 0.68957 -1.99075
29 H -2.37434 0.49701 -1.62143
30 H -3.32710 1.65275 -1.91853
31 O -2.68923 1.91691 -4.65844
32 H -1.91758 1.37818 -4.42741
33 H -3.44395 1.34424 -4.45486
34 O 4.81207 -3.76515 -2.27993
35 H 5.69010 -3.48511 -2.57942
36 H 4.84707 -3.65587 -1.31773
37 O 5.93499 3.45232 4.57536
38 H 5.90468 2.81307 3.84769
39 H 6.20958 4.27849 4.14988
40 O -5.76501 1.58309 -4.26311
41 H -5.79532 0.94384 -4.99077
42 H -5.49042 2.40926 -4.68858
43 O 6.25157 -1.40132 -1.16089
44 H 5.57475 -0.73208 -1.34283
45 H 7.08771 -0.93705 -1.31680
46 O -3.88654 2.11610 4.92216
47 H -4.01723 2.92695 4.40786
48 H -3.78220 1.42649 4.24945
49 O -6.85380 0.91623 -6.87509
50 H -6.55277 0.68072 -7.76558
51 H -7.27940 1.77884 -6.99236
52 O -3.57062 4.03018 -2.61707
53 H -3.70131 4.84104 -3.13136
54 H -3.46628 3.34057 -3.28978



Entry 2:
Entry from OMol25: C10H24CeN4 as an isolated structure at a distorted geometry (ωB97M-V/def2-TZVPD).

The HOMO energy (spin up / spin down) is -25.98 / -25.98 eV. The net charge is +4. As for the total energy: -29601.347 eV.

Geometry (Å):
1 Ce 0.24706 1.23853 0.53936
2 C -0.80670 1.73698 -2.22693
3 C 0.60268 1.24277 -2.60866
4 N 1.59929 1.46367 -1.49617
5 C 2.76109 0.49803 -1.48875
6 C 2.38365 -0.75632 -0.74074
7 N 1.97888 -0.38771 0.66283
8 C 1.30519 -1.50709 1.42033
9 C 0.74068 -1.01333 2.76329
10 C -0.78024 -0.90738 2.84081
11 N -1.32822 0.32696 2.13418
12 C -2.61280 0.11555 1.37430
13 C -2.39771 -0.75993 0.16311
14 N -1.28605 -0.20749 -0.70361
15 C -1.80300 0.64853 -1.84733
16 H -1.24212 2.31425 -3.04864
17 H -0.75864 2.53937 -1.45757
18 H 0.96504 1.79401 -3.47960
19 H 0.60511 0.18476 -2.87305
20 H 1.97321 2.41497 -1.59137
21 H 3.61311 1.00107 -1.02802
22 H 3.04354 0.24366 -2.51469
23 H 3.23460 -1.44363 -0.72487
24 H 1.55453 -1.29634 -1.20470
25 H 2.82175 -0.11401 1.18139
26 H 2.04192 -2.30049 1.56903
27 H 0.53227 -1.93475 0.77370
28 H 1.22385 -0.07092 3.08383
29 H 1.05363 -1.69905 3.55529
30 H -1.08981 -0.82925 3.88458
31 H -1.25547 -1.78633 2.41013
32 H -1.51512 1.03441 2.85685
33 H -3.03244 1.09723 1.12896
34 H -3.33394 -0.37751 2.03733
35 H -3.33401 -0.80343 -0.39744
36 H -2.14185 -1.78426 0.43089
37 H -0.81622 -1.01352 -1.11897
38 H -2.75392 1.08917 -1.54774
39 H -1.99283 0.00882 -2.71134



Entry 3:
Entry from OMol25: C10H24CrO10 as an isolated structure at a distorted geometry (ωB97M-V/def2-TZVPD).

The HOMO energy (spin up / spin down) is -4.08 / -4.01 eV. Its expectation value of S² is 3.81. The net charge is -1. Its energy relative to the best compared isomer or geometry (same formula, charge and spin) is 308.3 kJ/mol. As for the total energy: -59650.692 eV. Its spin multiplicity is 4.

Geometry (Å):
1 Cr 0.45071 0.25333 -1.02873
2 C -2.32640 2.45016 -0.43883
3 O -1.32600 1.50201 -0.85846
4 H -3.19820 1.80588 -0.55272
5 H -2.13640 2.92204 0.52519
6 H -2.32272 3.24554 -1.18412
7 C 2.10370 2.79604 -2.83020
8 O 1.74954 1.62246 -2.00237
9 H 1.42442 2.76720 -3.68217
10 H 1.95379 3.70620 -2.24949
11 H 3.08631 2.83275 -3.30054
12 C 3.28213 -1.56245 -0.02817
13 O 2.24468 -0.74526 -0.50000
14 H 3.34580 -1.31641 1.03179
15 H 3.17011 -2.62637 -0.23707
16 H 4.26002 -1.25613 -0.39966
17 C -0.71550 -1.96741 -3.60728
18 O -0.15375 -1.01901 -2.64987
19 H -1.65302 -1.61167 -4.03461
20 H -0.07407 -2.28284 -4.43019
21 H -0.95537 -2.90299 -3.10204
22 C -3.31569 -0.90960 1.10852
23 O -2.56100 -2.12727 1.11816
24 C -1.37531 -2.17779 0.67312
25 O -0.69437 -1.22323 0.19223
26 O -0.98025 -3.43991 0.84036
27 C 0.03245 -3.97148 0.02859
28 H -4.36787 -1.13528 1.28196
29 H -3.21430 -0.34122 0.18398
30 H -3.04899 -0.24178 1.92765
31 H 1.08307 -3.74116 0.20540
32 H -0.03966 -3.68356 -1.02022
33 H 0.14711 -5.04557 0.17455
34 C 0.50937 4.02880 2.04755
35 O 0.02256 2.84171 2.67414
36 C 0.33716 1.54892 2.16943
37 O 0.93796 1.25686 1.11585
38 O 0.07656 0.67607 3.01277
39 C 0.47581 -0.68053 3.01595
40 H 0.61851 4.81508 2.79451
41 H -0.18143 4.33669 1.26263
42 H 1.45733 3.87493 1.53200
43 H -0.30202 -1.43622 2.90631
44 H 0.94029 -0.79729 3.99510
45 H 1.23276 -1.04028 2.31903



Entry 4:
Entry from OMol25: C10H24CrO10 as an isolated structure at a distorted geometry (ωB97M-V/def2-TZVPD).

The HOMO energy (spin up / spin down) is -3.98 / -3.83 eV. Its expectation value of S² is 3.78. The net charge is -1. Its energy relative to the best compared isomer or geometry (same formula, charge and spin) is 46.0 kJ/mol. As for the total energy: -59653.411 eV. Its spin multiplicity is 4.

Geometry (Å):
1 Cr -0.70638 -0.44820 -1.11113
2 C -0.89975 2.87088 -1.75936
3 O -0.92298 1.49967 -1.74043
4 H -1.91904 3.27246 -1.82965
5 H -0.56936 3.32687 -0.80117
6 H -0.20893 3.26086 -2.51473
7 C 0.53753 -1.20790 -4.01991
8 O -0.41104 -1.13046 -3.02125
9 H 1.52877 -0.92029 -3.63033
10 H 0.54193 -2.13755 -4.60342
11 H 0.32156 -0.41401 -4.76156
12 C 0.06738 -3.33028 0.53512
13 O -0.22133 -2.13280 -0.05516
14 H 1.13855 -3.47686 0.77391
15 H -0.40171 -3.35104 1.53829
16 H -0.29870 -4.20235 -0.02310
17 C -3.93347 -1.36939 -1.04677
18 O -2.70891 -0.81965 -1.35028
19 H -4.31968 -1.04252 -0.06467
20 H -4.73071 -0.92077 -1.66226
21 H -3.91239 -2.45568 -1.15576
22 C -0.72368 3.03120 3.42494
23 O -0.74126 2.36950 2.13638
24 C -0.80358 1.06712 1.99446
25 O -0.92236 0.50522 0.96837
26 O -0.82129 0.43008 3.17910
27 C -0.58372 -0.95383 3.23007
28 H -0.54203 2.34084 4.23752
29 H -1.66022 3.56639 3.55560
30 H 0.09711 3.73166 3.28005
31 H 0.10995 -1.23341 2.43745
32 H -1.45802 -1.61238 3.12235
33 H -0.33579 -1.24384 4.25453
34 C 2.11833 2.45886 0.26727
35 O 3.01684 1.44840 -0.09486
36 C 2.51665 0.26212 -0.42002
37 O 1.35577 0.02293 -0.56812
38 O 3.51912 -0.56825 -0.60096
39 C 3.16389 -1.93126 -0.81777
40 H 1.81553 2.34200 1.31569
41 H 1.18268 2.52087 -0.28966
42 H 2.51421 3.47489 0.31218
43 H 2.79245 -2.37057 0.10687
44 H 4.03216 -2.49210 -1.15312
45 H 2.38592 -2.03747 -1.57473